{"formula": "C49H50AsCl4CsN10O7", "method": "ωB97M-V with the def2-TZVPD basis set", "elements": ["Cs", "Cl", "C", "C", "C", "N", "C", "O", "C", "C", "C", "C", "C", "N", "C", "C", "C", "Cl", "N", "C", "O", "C", "C", "C", "C", "C", "N", "H", "H", "H", "H", "H", "H", "H", "H", "H", "H", "O", "H", "H", "O", "H", "H", "O", "C", "Cl", "C", "Cl", "H", "H", "C", "As", "C", "C", "H", "H", "H", "H", "H", "H", "H", "H", "H", "C", "C", "C", "C", "C", "C", "N", "C", "C", "C", "C", "C", "C", "C", "O", "O", "C", "C", "H", "H", "H", "H", "H", "H", "H", "H", "H", "H", "H", "H", "H", "H", "C", "C", "N", "C", "C", "N", "C", "N", "N", "N", "C", "C", "C", "C", "C", "C", "H", "H", "H", "H", "H", "H", "H", "H", "H", "H", "H"], "positions_angstrom": [[-0.23, -0.40, -1.72], [-2.62, 5.99, -5.14], [-2.70, 4.38, -4.44], [-1.75, 3.39, -4.64], [-1.92, 1.99, -4.24], [-1.03, 1.04, -4.50], [0.03, 1.24, -5.31], [0.39, 2.28, -5.92], [0.85, 0.02, -5.51], [1.94, 0.06, -6.43], [2.65, -1.10, -6.73], [2.41, -2.24, -5.90], [1.36, -2.18, -5.00], [0.63, -1.10, -4.83], [-3.16, 1.72, -3.52], [-3.99, 2.79, -3.13], [-3.86, 4.10, -3.59], [-5.02, 5.28, -3.17], [-3.36, 0.42, -3.22], [-3.87, 0.01, -2.08], [-4.19, 0.64, -1.00], [-4.27, -1.43, -2.03], [-5.25, -1.95, -2.95], [-5.46, -3.32, -2.93], [-4.76, -4.11, -2.05], [-3.86, -3.53, -1.18], [-3.69, -2.22, -1.12], [-0.78, 3.55, -5.11], [2.16, 0.99, -6.91], [3.24, -1.16, -7.65], [3.16, -3.02, -5.78], [1.23, -2.96, -4.26], [-4.79, 2.66, -2.41], [-5.74, -1.42, -3.79], [-6.11, -3.79, -3.66], [-4.88, -5.18, -2.05], [-3.24, -4.17, -0.47], [-1.88, 1.32, 0.29], [-2.04, 0.80, 1.09], [-2.77, 1.15, -0.18], [-0.61, -3.89, -1.76], [-0.34, -4.58, -2.41], [0.22, -3.39, -1.52], [0.90, 1.42, 2.40], [0.60, 2.23, 3.14], [2.35, 5.47, -3.05], [2.15, 3.74, -3.15], [1.82, 3.06, -1.48], [3.08, 3.29, -3.44], [1.37, 3.46, -3.82], [-1.34, 4.63, 1.40], [-0.48, 6.07, 0.38], [-2.04, 7.39, 0.50], [-0.86, 5.39, -1.42], [-2.33, 5.04, 1.52], [-0.87, 4.66, 2.40], [-1.29, 3.71, 0.82], [-3.00, 6.86, 0.50], [-1.92, 8.09, -0.37], [-1.84, 7.85, 1.49], [-1.97, 5.51, -1.45], [-0.56, 4.34, -1.49], [-0.35, 6.01, -2.14], [7.03, 3.16, 2.49], [6.56, 1.73, 2.60], [7.06, 1.00, 3.70], [6.70, -0.31, 3.88], [5.70, -0.88, 3.05], [5.41, -0.21, 1.86], [4.86, -0.88, 0.81], [4.95, -2.23, 0.50], [6.04, -3.04, 0.76], [6.01, -4.37, 0.23], [4.87, -4.86, -0.42], [3.77, -4.08, -0.72], [3.82, -2.73, -0.28], [2.77, -1.79, -0.79], [2.92, -0.53, -0.76], [1.68, -2.35, -1.17], [5.75, 1.16, 1.68], [5.34, 1.90, 0.42], [7.36, 3.51, 3.49], [6.23, 3.91, 2.22], [7.83, 3.19, 1.71], [7.76, 1.51, 4.35], [7.18, -0.93, 4.66], [5.39, -1.93, 3.18], [4.10, -0.46, 0.20], [6.95, -2.64, 1.21], [6.88, -5.01, 0.43], [4.84, -5.91, -0.63], [2.87, -4.48, -1.23], [6.07, 2.58, 0.07], [4.43, 2.46, 0.58], [5.11, 1.22, -0.41], [-2.02, 0.31, 5.22], [-3.12, -0.08, 4.28], [-3.14, 0.17, 2.96], [-4.40, -0.18, 2.57], [-5.13, -0.66, 3.60], [-4.30, -0.70, 4.72], [-4.33, -1.53, 5.94], [-3.71, -2.84, 5.77], [-3.57, -3.58, 6.94], [-3.28, -4.85, 6.61], [-3.17, -4.99, 5.25], [-2.62, -6.03, 4.48], [-2.31, -5.73, 3.14], [-2.60, -4.50, 2.52], [-3.30, -3.51, 3.27], [-3.47, -3.67, 4.63], [-2.03, 1.43, 5.30], [-1.02, 0.10, 4.85], [-2.12, 0.05, 6.26], [-4.72, 0.07, 1.57], [-6.16, -0.87, 3.73], [-5.40, -1.64, 6.27], [-3.82, -0.99, 6.73], [-2.28, -6.91, 4.99], [-1.71, -6.51, 2.65], [-2.42, -4.41, 1.45], [-3.63, -2.62, 2.76]], "mulliken_charge": [0.72, -0.30, -0.21, -0.35, 0.47, -0.37, 0.06, -0.88, 0.40, -0.45, -0.47, -0.65, -0.07, -0.07, 0.67, -0.61, -0.03, -0.27, -0.44, 0.23, -0.88, 0.28, -0.69, -0.31, -0.71, 0.29, -0.10, 0.52, 0.45, 0.38, 0.33, 0.30, 0.44, 0.35, 0.35, 0.40, -0.07, -0.13, 0.29, 0.13, -0.45, 0.21, 0.47, 0.16, -0.15, -0.19, 0.47, -0.09, 0.39, -0.49, -0.57, 0.18, -1.23, -0.54, 0.30, 0.29, -0.02, 0.36, 0.33, 0.36, 0.24, -0.01, 0.37, -1.56, 1.32, -0.72, -0.70, -0.71, -0.03, 0.12, 0.11, -0.22, -0.65, -0.43, -0.68, 0.15, 0.67, -0.93, -0.77, 0.54, -1.62, 0.41, 0.30, 0.28, 0.29, 0.33, 0.64, 0.16, 0.40, 0.32, 0.38, 0.29, 0.43, 0.37, 0.32, -1.11, 0.54, -0.16, -0.81, -0.47, 0.28, -0.95, 0.73, -0.76, -0.56, 0.08, -0.79, -0.42, -0.76, -0.15, 1.00, 0.29, 0.20, 0.34, 0.48, 0.48, 0.30, 0.38, 0.41, 0.31, 0.44, 0.50], "e_above_lowest_ev": 0.000, "homo_lumo_gap_ev": 4.67, "total_charge": -2, "homo_energy_ev": -1.645}

{"formula": "C6H11N4", "method": "ωB97M-V with the def2-TZVPD basis set", "elements": ["C", "N", "N", "C", "N", "C", "C", "C", "N", "C", "H", "H", "H", "H", "H", "H", "H", "H", "H", "H", "H"], "positions_angstrom": [[3.20, -0.47, -0.12], [1.98, 0.11, 0.22], [0.97, -0.64, 0.07], [-0.34, -0.07, 0.31], [-0.75, 1.19, 0.22], [0.16, 2.28, 0.22], [-2.05, 1.15, -0.06], [-2.46, -0.15, -0.12], [-1.36, -0.91, 0.03], [-1.22, -2.31, 0.06], [2.96, -1.43, -0.50], [3.85, -0.47, 0.71], [3.72, 0.24, -0.91], [-0.37, 2.86, -0.58], [0.11, 2.86, 1.16], [1.17, 1.91, -0.06], [-2.57, 2.06, -0.19], [-3.49, -0.45, -0.44], [-1.90, -2.62, 0.73], [-1.50, -2.63, -0.90], [-0.11, -2.52, 0.13]], "mulliken_charge": [-0.83, -0.25, -0.03, 0.28, 0.08, -0.69, -0.28, -0.38, 0.11, -0.92, 0.41, 0.31, 0.28, 0.36, 0.29, 0.28, 0.47, 0.39, 0.42, 0.40, 0.30], "e_above_lowest_ev": 2.635, "smiles": "C/N=N/c1n(C)cc[n+]1C", "homo_lumo_gap_ev": 9.16, "total_charge": 1, "homo_energy_ev": -13.588}

{"formula": "C29H37N3NiO", "method": "ωB97M-V with the def2-TZVPD basis set", "elements": ["Ni", "N", "N", "C", "C", "C", "C", "H", "H", "H", "C", "C", "H", "H", "H", "C", "C", "H", "H", "H", "C", "H", "H", "H", "C", "H", "H", "H", "C", "H", "C", "H", "C", "H", "C", "H", "C", "C", "H", "C", "C", "H", "C", "H", "N", "C", "C", "C", "H", "C", "C", "H", "H", "H", "C", "H", "C", "C", "H", "H", "H", "C", "H", "H", "H", "C", "O", "H", "H", "H", "H"], "positions_angstrom": [[0.83, 0.32, 1.05], [-0.73, -2.26, 2.01], [2.52, -2.00, 0.39], [0.34, 2.36, 1.13], [1.75, 2.19, 1.38], [1.89, 1.39, 2.57], [3.16, 0.95, 3.19], [3.98, 1.03, 2.48], [3.09, -0.09, 3.52], [3.43, 1.55, 4.07], [0.57, 1.08, 3.06], [0.22, 0.28, 4.26], [-0.32, 0.88, 5.01], [1.12, -0.13, 4.73], [-0.43, -0.56, 3.97], [-0.38, 1.73, 2.20], [-1.84, 1.81, 2.46], [-2.22, 0.86, 2.83], [-2.38, 2.07, 1.55], [-2.06, 2.58, 3.23], [2.87, 2.70, 0.56], [3.40, 3.53, 1.04], [2.51, 3.06, -0.41], [3.60, 1.91, 0.38], [-0.28, 3.06, -0.02], [-1.23, 2.57, -0.29], [0.37, 2.99, -0.90], [-0.48, 4.12, 0.18], [-1.92, -2.84, 2.11], [-2.63, -2.33, 2.78], [-2.24, -4.01, 1.40], [-3.24, -4.44, 1.55], [-1.28, -4.57, 0.57], [-1.50, -5.46, -0.01], [-0.02, -3.98, 0.46], [0.80, -4.38, -0.14], [0.19, -2.81, 1.20], [1.39, -1.93, 1.12], [1.57, -1.43, 2.08], [1.52, -0.96, -0.07], [2.81, -2.71, -0.77], [3.59, -3.46, -0.74], [2.22, -2.16, -1.86], [2.43, -2.31, -2.91], [1.33, -1.18, -1.41], [0.55, -0.31, -2.30], [1.14, 0.85, -2.82], [0.34, 1.73, -3.57], [0.77, 2.62, -4.03], [-1.02, 1.46, -3.77], [-1.86, 2.38, -4.60], [-2.77, 2.68, -4.04], [-2.19, 1.90, -5.53], [-1.29, 3.28, -4.85], [-1.59, 0.32, -3.19], [-2.65, 0.09, -3.37], [-0.81, -0.60, -2.48], [-1.40, -1.86, -1.95], [-0.80, -2.74, -2.24], [-2.40, -2.00, -2.36], [-1.48, -1.84, -0.85], [2.60, 1.11, -2.61], [3.22, 0.38, -3.16], [2.88, 1.05, -1.55], [2.88, 2.10, -2.98], [-3.90, -0.46, 0.48], [-2.85, 0.27, -0.16], [-3.65, -0.51, 1.55], [-3.96, -1.49, 0.08], [-4.89, 0.03, 0.36], [-3.20, 0.58, -1.02]], "lowdin_spin": [0.89, 0.00, 0.00, 0.01, 0.00, 0.02, 0.01, 0.00, 0.00, 0.00, 0.01, 0.00, 0.00, 0.00, 0.00, 0.02, 0.01, 0.00, 0.00, 0.00, 0.00, 0.00, 0.00, 0.00, 0.02, 0.00, 0.00, 0.01, 0.00, 0.00, 0.00, 0.00, 0.00, 0.00, 0.00, 0.00, 0.00, 0.00, 0.00, 0.02, 0.00, 0.00, 0.00, 0.00, 0.01, 0.01, 0.00, 0.04, 0.02, 0.01, 0.29, 0.08, 0.06, 0.04, 0.07, 0.06, 0.01, 0.02, 0.00, 0.02, 0.00, 0.01, 0.00, 0.00, 0.00, 0.04, 0.08, 0.00, 0.01, 0.02, 0.02], "multiplicity": 3, "e_above_lowest_ev": 2.055, "homo_lumo_gap_ev": [2.01, 3.88], "total_charge": -2, "homo_energy_ev": [2.897, 0.985]}

{"formula": "C3H7N2O", "method": "ωB97M-V with the def2-TZVPD basis set", "elements": ["N", "C", "C", "C", "O", "N", "H", "H", "H", "H", "H", "H", "H"], "positions_angstrom": [[-1.91, -0.62, 0.15], [-0.61, -0.33, 0.00], [-0.02, 1.04, 0.14], [1.49, 0.83, -0.08], [1.57, -0.90, -0.04], [0.30, -1.25, -0.19], [-2.71, 0.04, 0.20], [-2.12, -1.66, 0.08], [-0.41, 1.72, -0.70], [-0.13, 1.27, 1.18], [1.82, 0.88, -1.10], [2.39, 1.25, 0.63], [0.35, -2.27, -0.28]], "mulliken_charge": [-0.40, 0.39, -0.31, -0.38, -0.37, 0.07, 0.25, 0.25, 0.37, 0.33, 0.27, 0.29, 0.24], "e_above_lowest_ev": 3.546, "smiles": "[NH2+]=C1CCON1", "homo_lumo_gap_ev": 10.55, "total_charge": 1, "homo_energy_ev": -13.965}

{"formula": "C14H16O", "method": "ωB97M-V with the def2-TZVPD basis set", "elements": ["C", "C", "C", "C", "C", "C", "C", "H", "H", "H", "H", "H", "H", "H", "H", "C", "C", "C", "C", "C", "C", "C", "O", "H", "H", "H", "H", "H", "H", "H", "H"], "positions_angstrom": [[2.92, 0.36, 1.84], [0.63, 0.21, 2.89], [1.66, -0.39, 2.17], [-0.52, -0.51, 3.24], [-0.62, -1.85, 2.97], [1.51, -1.74, 1.84], [0.40, -2.46, 2.23], [0.65, 1.29, 3.05], [-1.33, 0.03, 3.71], [3.75, -0.32, 1.66], [3.23, 0.98, 2.68], [-1.50, -2.48, 3.10], [2.26, -2.24, 1.25], [0.28, -3.49, 1.92], [2.84, 1.03, 0.98], [-1.92, -1.14, -0.33], [-0.41, 0.81, -0.75], [-1.26, -0.20, -1.26], [0.06, 1.77, -1.58], [-0.30, 1.71, -2.98], [-1.53, -0.27, -2.65], [-1.05, 0.66, -3.51], [0.12, 2.65, -3.79], [-0.08, 0.73, 0.27], [0.76, 2.57, -1.32], [-2.14, -0.58, 0.57], [-1.21, -1.91, 0.02], [-2.13, -1.08, -3.05], [0.89, 3.17, -3.50], [-1.27, 0.57, -4.57], [-2.79, -1.64, -0.75]], "lowdin_spin": [0.00, 0.00, 0.00, 0.00, 0.00, 0.00, 0.00, 0.00, 0.00, 0.00, 0.00, 0.00, 0.00, 0.00, 0.00, 0.06, 0.05, 0.26, 0.08, 0.20, 0.06, 0.09, 0.17, 0.00, 0.00, 0.01, 0.03, 0.00, 0.00, 0.00, 0.00], "multiplicity": 2, "e_above_lowest_ev": 0.460, "homo_lumo_gap_ev": [8.35, 4.69], "total_charge": 1, "homo_energy_ev": [-11.936, -11.934]}

{"formula": "C6H11N2", "method": "ωB97M-V with the def2-TZVPD basis set", "elements": ["C", "C", "C", "C", "N", "C", "C", "N", "H", "H", "H", "H", "H", "H", "H", "H", "H", "H", "H"], "positions_angstrom": [[-0.92, 0.47, 1.31], [-1.09, 0.30, -0.02], [-2.26, -0.48, -0.44], [-0.20, 1.20, -0.78], [1.14, 1.26, -0.72], [2.04, 0.49, 0.01], [1.93, -0.81, 0.33], [0.95, -1.63, 0.06], [-1.37, -0.10, 2.15], [-0.19, 1.16, 1.74], [-2.16, -0.87, -1.42], [-3.09, 0.25, -0.69], [-2.63, -1.20, 0.22], [-0.64, 1.91, -1.44], [1.65, 2.10, -1.01], [2.97, 1.00, 0.15], [2.80, -1.05, 0.91], [0.07, -1.35, -0.51], [1.01, -2.64, 0.16]], "mulliken_charge": [-0.59, 0.08, -1.33, -0.04, -0.03, -0.48, 0.02, -0.27, 0.30, 0.28, 0.41, 0.34, 0.43, 0.47, 0.30, 0.35, 0.38, 0.14, 0.24], "e_above_lowest_ev": 2.995, "smiles": "C=C(C)/C=[NH+]\\C=C/N", "homo_lumo_gap_ev": [7.91, 7.91], "total_charge": 1, "homo_energy_ev": [-12.679, -12.680]}